(1)
CH10Br2N2O4Pt | ωB97M-V with the def2-TZVPD basis set

Each line ends with the Mulliken charge.
Element x y z (Å)
Pt (-1.18784, 0.91670, 0.27648)  1.4795
Br (-3.74884, 1.71888, 0.38510)  -0.6342
Br (0.32100, 2.58841, 2.03962)  -0.6425
C (1.47053, -0.80889, -0.34952)  0.6319
O (0.67630, 0.04232, -0.40953)  -0.7510
N (2.41723, -0.87544, -1.19860)  -0.4382
N (1.63244, -1.60016, 0.69704)  -0.3830
H (2.27015, -0.19861, -1.93368)  0.2431
H (3.20350, -1.50424, -1.11805)  0.1662
H (2.59860, -1.83607, 0.87302)  0.1923
H (0.90937, -1.49667, 1.39458)  0.2271
O (-1.80590, -0.70800, -0.95384)  -0.6468
H (-2.55886, -1.28310, -1.08996)  0.2753
H (-1.11339, -1.08715, -1.49504)  0.2769
O (-0.68099, 2.27221, -1.32718)  -0.5072
H (-1.12269, 2.78638, -2.00303)  0.2496
H (0.14421, 2.73310, -1.17597)  0.3009
O (-1.14157, -0.47630, 2.07991)  -0.5920
H (-1.78511, -0.98248, 2.57575)  0.2460
H (-0.49813, -0.20088, 2.73288)  0.3062

Force components x, y, z for each atom (eV/Å):
Pt -1.2 2.2 2.6
Br 0.9 -0.3 0.0
Br -0.5 -0.7 -0.7
C 2.3 -2.0 3.3
O -4.5 3.9 -1.4
N 3.1 -0.1 -4.2
N -0.4 -1.7 1.5
H 0.9 -0.3 -0.2
H -0.3 0.3 -0.5
H -0.6 -0.3 0.8
H 0.6 -0.2 0.4
O -0.4 -1.5 -1.3
H -0.7 0.2 0.2
H 0.4 0.1 -0.2
O 0.6 0.5 -1.2
H -0.7 0.0 0.0
H 0.4 0.1 0.5
O 0.3 -1.0 0.2
H -0.6 0.0 -0.1
H 0.3 0.8 0.3

## Properties
2S+1   3
Kohn-Sham gap (spin up / spin down)   0.25594 / 0.27621 hartree
E_HOMO (spin up / spin down)   -0.2663 / -0.2896 hartree
Energy relative to the best compared isomer or geometry (same formula, charge and spin)   21.0 kcal/mol


(2)
CH10N2O3 | ωB97M-V with the def2-TZVPD basis set

Each line ends with the Mulliken charge.
Element x y z (Å)
H (-1.79095, 2.50228, 1.72472)  0.2136
N (-1.02162, 1.81020, 1.31534)  -0.5163
C (-0.34191, 1.28624, 2.25004)  0.0728
N (0.75882, 0.37506, 2.03233)  -0.4283
H (-0.40423, 1.46391, 3.38222)  0.2620
H (0.74676, -0.42527, 2.50501)  0.2020
H (1.12271, 0.34179, 1.12016)  0.2103
O (0.30821, -1.12200, -2.63321)  -0.6845
H (-0.12560, -1.53369, -3.27291)  0.3011
H (-0.23380, -0.40435, -2.13146)  0.4361
O (-1.06647, 0.87809, -1.30442)  -0.7672
H (-0.35032, 1.30160, -0.96374)  0.2931
H (-1.83481, 1.21078, -0.63332)  0.3961
O (1.38482, -2.59693, -0.69268)  -0.6036
H (0.93570, -2.48602, -1.51429)  0.3677
H (0.81314, -2.25847, -0.10791)  0.2452

Force components x, y, z for each atom (eV/Å):
H 2.3 -1.8 -0.9
N -1.8 1.9 1.6
C 1.6 -1.4 1.3
N -1.9 5.7 -1.4
H -0.5 -0.1 -1.6
H 0.1 -3.7 2.5
H 0.2 -0.3 -1.2
O 2.4 4.0 5.3
H -3.4 -2.2 -4.3
H 0.5 -1.8 -1.5
O -6.0 -0.7 0.4
H 3.2 2.1 1.7
H 3.0 -1.4 -2.3
O 3.8 -2.4 -1.9
H -0.3 0.5 -1.2
H -3.2 1.9 3.6

## Properties
Kohn-Sham gap   0.40133 hartree
E_HOMO   -0.3784 hartree
Energy relative to the best compared isomer or geometry (same formula, charge and spin)   49.5 kcal/mol


(3)
CH10NO3 | ωB97M-V with the def2-TZVPD basis set

Each line ends with the Mulliken charge.
Element x y z (Å)
C (-2.55445, -1.70229, -1.88143)  -0.0422
N (-1.29965, -1.55143, -1.65910)  -0.0897
H (-2.82356, -2.41353, -2.66377)  0.2757
H (-3.23461, -1.41660, -1.08370)  0.2660
H (-0.57088, -1.51952, -2.36908)  0.3020
H (-1.07971, -0.92476, -0.85656)  0.3108
H (2.38998, 0.44163, 2.15856)  0.2878
H (3.27498, 0.26004, 0.96726)  0.2964
O (2.33078, 0.27077, 1.21449)  -0.6053
H (0.77894, 2.91833, 2.34330)  0.3015
H (-0.56041, 2.21305, 2.43233)  0.3014
O (0.37077, 2.05078, 2.24107)  -0.5890
H (1.20541, -0.13914, -0.66855)  0.3614
H (0.42131, 0.28541, 0.34888)  0.3656
O (0.36232, 0.32482, -0.62026)  -0.7423

Force components x, y, z for each atom (eV/Å):
C 1.2 -2.1 0.4
N -1.4 2.4 0.6
H -0.4 0.9 -0.4
H -0.1 0.1 -0.3
H 0.0 -0.9 0.0
H 0.8 -0.2 -0.5
H -0.5 0.1 0.2
H -0.6 -0.1 -0.1
O 1.3 -0.2 0.0
H 0.1 -0.1 -0.1
H 0.1 0.0 0.1
O -0.3 0.1 0.1
H 0.5 0.0 -1.0
H -0.6 1.1 0.4
O -0.1 -1.0 0.7

## Properties
Kohn-Sham gap   0.32882 hartree
E_HOMO   -0.5311 hartree
Total charge   +1
Energy relative to the best compared isomer or geometry (same formula, charge and spin)   22.8 kcal/mol


(4)
CH10NO4 | ωB97M-V with the def2-TZVPD basis set

Each line ends with the Mulliken charge.
Element x y z (Å)
N (0.94058, -2.24102, 1.32604)  -0.7361
C (1.00487, -1.73223, -0.08711)  -0.2268
O (0.08830, -0.76080, -0.34027)  -0.8303
H (0.14355, -1.74085, 1.71609)  0.2649
H (1.71180, -1.85589, 1.85353)  0.2569
H (0.88877, -2.59010, -0.74956)  0.2071
H (2.03878, -1.32964, -0.18992)  0.1866
H (1.57915, 1.70239, 0.27885)  0.2271
H (0.53612, 0.54590, 0.14663)  0.4389
O (0.62164, 1.60262, 0.26582)  -0.7788
H (-1.14570, 2.65895, 1.07025)  0.3632
H (-2.01547, 3.74680, 0.51723)  0.3002
O (-1.91260, 3.20611, 1.30727)  -0.6740
H (-0.77699, -0.53407, -2.04019)  0.4139
H (-2.28445, -0.39267, -2.34002)  0.2735
O (-1.41832, -0.28551, -2.73464)  -0.6861

Force components x, y, z for each atom (eV/Å):
N -0.3 0.1 0.1
C 0.2 0.8 0.5
O 0.1 -0.3 0.0
H -0.2 -0.2 -0.1
H 0.3 0.0 0.0
H 0.0 -0.3 -0.2
H 0.1 -0.3 -0.3
H -0.1 0.4 0.0
H -0.9 0.5 -0.5
O 0.5 -0.6 0.4
H 0.2 -0.2 0.1
H -0.1 0.0 0.1
O 0.1 0.1 -0.2
H 0.0 0.1 0.6
H 0.1 0.0 0.2
O 0.0 0.0 -0.6

## Properties
Kohn-Sham gap   0.30127 hartree
E_HOMO   -0.1519 hartree
Total charge   -1
Energy relative to the best compared isomer or geometry (same formula, charge and spin)   9.8 kcal/mol


(5)
CH10NO6 | ωB97M-V with the def2-TZVPD basis set

Each line ends with the Mulliken charge.
Element x y z (Å)
N (-0.44473, -1.56291, -0.54004)  -0.4802
C (0.19061, -0.36506, -0.13990)  0.7131
O (1.02185, -0.45249, 0.80797)  -0.8038
O (-0.08808, 0.68790, -0.76817)  -0.8377
H (-0.02214, -2.47727, -0.56879)  0.1913
H (-1.11747, -1.50726, -1.28546)  0.2481
H (1.47344, -2.46038, 0.86422)  0.3424
H (0.22195, -2.74018, 1.50549)  0.3510
O (1.05491, -3.20246, 1.33553)  -0.6998
H (-0.44630, 3.50277, -0.35780)  0.3508
H (-1.92885, 3.55981, -0.13788)  0.3146
O (-1.17570, 4.14002, -0.28962)  -0.6720
H (-0.80705, 0.07141, -2.36732)  0.3251
H (-0.52491, -0.55445, -3.66572)  0.3141
O (-1.25955, -0.10471, -3.22685)  -0.6817
H (0.73270, 1.65007, 3.18944)  0.2859
H (1.57144, 0.67011, 2.39799)  0.4096
O (1.54786, 1.14508, 3.24692)  -0.6710

Force components x, y, z for each atom (eV/Å):
N -1.0 -0.4 -0.5
C 1.2 0.3 0.2
O -0.3 -0.3 -0.3
O -0.6 -0.4 -0.1
H 0.5 0.3 0.6
H 0.0 0.5 -0.1
H 0.3 0.1 0.4
H 0.0 -0.3 0.3
O -0.2 0.1 -0.3
H -0.1 0.1 -0.1
H 0.0 0.0 0.0
O 0.2 -0.3 0.1
H -0.4 0.8 0.2
H -0.3 0.0 -0.3
O 0.8 -0.5 0.2
H 0.0 0.0 0.0
H -0.2 -0.2 -0.2
O 0.1 0.1 0.0

## Properties
Kohn-Sham gap   0.33618 hartree
E_HOMO   -0.2033 hartree
Total charge   -1
Energy relative to the best compared isomer or geometry (same formula, charge and spin)   16.0 kcal/mol


(6)
CH10O5 | ωB97M-V with the def2-TZVPD basis set

Each line ends with the Mulliken charge.
Element x y z (Å)
C (2.70941, 0.32360, -0.02356)  0.0500
O (1.95874, 0.45594, -1.00048)  -0.5739
H (2.70234, 1.15925, 0.81900)  0.1734
H (3.51539, -0.40829, 0.03133)  0.2475
O (-0.88800, 0.87457, -1.74364)  -0.6782
H (0.07394, 0.83609, -1.55162)  0.4016
H (-0.95840, 0.48549, -2.67358)  0.3142
O (-2.77218, 0.66894, 0.44591)  -0.6257
H (-3.50496, 1.03956, 0.95140)  0.2820
H (-2.41962, 1.28258, -0.20227)  0.2907
O (1.53874, -0.87389, 1.35695)  -0.6018
H (1.38212, -1.26071, 2.22769)  0.2695
H (0.67692, -0.98603, 0.82709)  0.3929
O (-1.07939, -1.53670, 0.17252)  -0.6980
H (-1.81381, -1.32701, 0.75855)  0.3317
H (-1.12124, -0.73337, -0.39529)  0.4241

Force components x, y, z for each atom (eV/Å):
C -1.2 3.0 -0.6
O 1.3 -0.6 1.7
H 0.1 -1.7 -1.5
H -0.1 -0.2 -0.1
O 0.4 -1.0 -1.7
H -0.3 0.1 0.0
H 0.1 0.8 2.0
O -0.3 -0.5 0.5
H 0.3 0.3 -0.4
H -0.1 0.3 -0.1
O -1.7 -0.5 -0.5
H -0.1 0.0 -0.2
H 1.2 -0.1 1.1
O 0.2 0.8 -0.4
H -0.1 -0.1 0.2
H 0.1 -0.6 0.0

## Properties
Kohn-Sham gap   0.38508 hartree
E_HOMO   -0.3607 hartree
Energy relative to the best compared isomer or geometry (same formula, charge and spin)   10.6 kcal/mol